Run a
The ion C4H8N with charge +1. Source: the Open Molecules 2025 dataset; level of theory: ωB97M-V/def2-TZVPD.

Results
highest occupied orbital energy: -15.37 eV
frontier orbital gap: 11.616 eV
structure (SMILES): C[N@+]12C[C@H]1C2

```
! wB97M-V def2-TZVPD RIJCOSX def2/J DEFGRID3
* xyz 1 1
H -1.010 -1.307 -1.109
H 0.569 -0.817 -1.869
H 2.086 -0.301 0.176
H -1.946 0.443 0.673
C -0.029 -0.483 1.185
N 0.101 0.044 -0.160
H 1.386 1.392 0.715
H -0.565 1.766 1.241
H -0.742 0.162 -2.099
C 1.351 0.445 0.348
C -0.868 0.714 0.846
C -0.333 -0.560 -1.412
H 0.001 -1.496 1.464
*
```

Population analysis type natural (NBO), resulting atomic charges in e: H 0.233; H 0.238; H 0.246; H 0.260; C -0.033; N -0.224; H 0.230; H 0.262; H 0.246; C -0.128; C -0.206; C -0.396; H 0.272

---

Run b
The ion C4H8N with charge +1. Source: the Open Molecules 2025 dataset; level of theory: ωB97M-V/def2-TZVPD.

Results
highest occupied orbital energy: -16.55 eV
frontier orbital gap: 12.156 eV
structure (SMILES): CC1=[N+](C)C1

```
! wB97M-V def2-TZVPD RIJCOSX def2/J DEFGRID3
* xyz 1 1
H 1.684 1.486 0.766
H -0.073 -2.764 0.562
H -1.307 -1.824 1.455
C -0.227 -0.597 -0.090
H 0.452 -1.601 1.838
H -1.805 0.466 -1.225
C -0.289 -1.845 1.091
H 0.266 2.488 0.364
C -0.804 0.052 -1.276
C 0.941 1.707 -0.001
H 1.429 2.084 -0.902
H -0.461 -0.217 -2.266
N 0.194 0.563 -0.315
*
```

Population analysis type natural (NBO), resulting atomic charges in e: H 0.253; H 0.263; H 0.262; C 0.469; H 0.251; H 0.226; C -0.584; H 0.258; C -0.229; C -0.439; H 0.256; H 0.229; N -0.215

---

Quick one: most stable of them? run b